The following is a quantum chemistry calculation of a structure of composition C14H25CeN2SSi at a distorted geometry, from the OMol25 dataset.

Structure (XYZ):
```
44
Properties=species:S:1:pos:R:3:lowdin_spin:R:1
Ce -8.945 -8.202 11.374 1.088
C -12.037 -9.440 10.892 0.000
C -12.095 -8.566 12.146 0.000
N -10.992 -7.579 12.181 -0.005
C -10.153 -7.397 13.420 0.001
C -9.821 -8.703 14.136 0.002
S -8.842 -10.160 13.275 -0.002
C -9.949 -11.301 12.272 0.001
C -10.023 -11.044 10.796 -0.001
N -10.643 -9.738 10.405 -0.003
H -12.574 -8.904 10.074 0.000
H -12.581 -10.411 11.067 0.000
H -12.101 -9.163 13.071 0.000
H -13.036 -8.003 12.086 0.000
H -11.360 -6.653 11.969 0.000
H -10.708 -6.739 14.100 0.000
H -9.239 -6.758 13.160 0.000
H -10.700 -9.199 14.492 0.000
H -9.139 -8.449 15.004 0.000
H -10.942 -11.390 12.772 0.000
H -9.372 -12.242 12.445 0.000
H -10.611 -11.786 10.251 0.000
H -8.982 -11.103 10.377 -0.001
H -10.588 -9.640 9.385 -0.001
C -5.246 -8.787 10.368 -0.009
Si -6.682 -8.542 9.192 -0.042
C -7.087 -10.016 8.094 -0.010
C -6.200 -7.091 8.092 -0.007
C -5.192 -7.170 7.155 -0.001
C -5.051 -6.153 6.214 0.000
C -5.913 -5.062 6.159 0.000
C -6.891 -4.960 7.148 0.000
C -6.957 -5.928 8.151 -0.003
H -5.091 -9.818 10.694 0.000
H -5.416 -8.227 11.316 -0.001
H -4.326 -8.415 9.857 -0.001
H -6.504 -10.923 8.340 0.000
H -6.911 -9.717 7.048 -0.001
H -8.166 -10.260 8.196 -0.001
H -4.479 -7.967 7.105 0.000
H -4.332 -6.294 5.434 0.000
H -5.873 -4.345 5.328 0.000
H -7.626 -4.190 7.114 0.000
H -7.656 -5.800 8.985 -0.002
```

Its expectation value of S² is 0.779. As for the energy relative to the best compared isomer or geometry (same formula, charge and spin): 62.9 kJ/mol. The spin multiplicity is 2. For the max |F|, the calculation gives 5.57 eV/Å. The value obtained for the total energy is -49527.550 eV. For the HOMO-LUMO gap (alpha / beta), the calculation gives 5.552 / 5.534 eV. The charge is +2.

---

The following is a quantum chemistry calculation of a structure of composition C14H25ClErINOP at a distorted geometry, from the OMol25 dataset.

Structure (XYZ):
```
45
Properties=species:S:1:pos:R:3:lowdin_spin:R:1
C -0.012 -4.565 -3.640 0.000
I 0.536 -2.667 -2.489 -0.003
H -1.089 -4.675 -3.570 0.000
H 0.507 -5.417 -3.204 0.000
H 0.310 -4.396 -4.665 0.000
Er -0.651 -0.407 -0.770 3.030
P -0.251 1.779 -2.421 -0.003
C 1.286 2.127 -3.394 -0.001
C -1.412 1.147 -3.684 0.001
H -1.872 3.302 -1.528 0.000
H -1.065 4.016 -2.942 0.000
H -0.222 3.943 -1.379 0.000
C -0.916 3.423 -2.039 0.000
H -2.395 0.979 -3.236 0.000
H -1.529 1.873 -4.492 0.000
H 1.064 2.794 -4.241 0.000
H 1.696 1.183 -3.771 0.000
H -1.058 0.210 -4.120 0.000
H 2.009 2.610 -2.726 0.000
C 1.901 0.043 -0.726 -0.002
O 3.045 -0.016 -0.909 0.000
Cl -2.840 0.695 -0.163 -0.009
C -0.815 1.641 2.697 0.000
N 0.612 1.298 2.471 0.000
C 1.482 2.421 2.937 0.000
C 1.049 0.023 3.129 0.000
C 0.355 -1.229 2.648 -0.001
C 0.184 -2.338 3.499 0.000
C -0.486 -3.501 3.060 0.000
C -1.004 -3.558 1.756 0.000
C -0.848 -2.439 0.935 -0.001
C -0.140 -1.290 1.313 -0.009
H -0.974 1.753 3.787 0.000
H -1.480 0.854 2.311 0.000
H -1.069 2.589 2.180 0.000
H 0.781 1.177 1.443 0.000
H 1.362 2.541 4.039 0.000
H 2.533 2.181 2.709 0.000
H 1.203 3.373 2.437 0.000
H 2.130 -0.044 2.946 0.000
H 0.920 0.157 4.208 0.000
H 0.573 -2.289 4.515 0.000
H -0.590 -4.366 3.735 0.000
H -1.493 -4.445 1.413 0.000
H -1.327 -2.490 -0.058 0.000
```

Its expectation value of S² is 3.753. The spin multiplicity is 4. For the max |F|, the calculation gives 5.15 eV/Å. The value obtained for the total energy is -75980.349 eV. For the HOMO-LUMO gap (alpha / beta), the calculation gives 7.284 / 7.335 eV. The charge is +2.

---

The following is a quantum chemistry calculation of a structure of composition C14H25FIInOP2 at a distorted geometry, from the OMol25 dataset.

Structure (XYZ):
```
45
Properties=species:S:1:pos:R:3:lowdin_charge:R:1
C 0.525 -0.386 -2.833 -0.335
I 2.139 -0.049 1.267 1.153
H 1.443 -0.299 -2.217 0.011
H 0.459 0.428 -3.586 -0.009
H 0.561 -1.282 -3.486 0.004
In -1.641 -0.367 -1.999 0.857
P 0.303 2.037 -1.256 0.806
C -0.855 3.162 -0.411 -0.249
C 1.829 2.727 -0.491 -0.328
H 1.833 3.806 -0.701 0.067
H 0.724 3.987 -2.607 0.069
H 2.707 2.237 -0.933 0.050
H 1.336 2.491 -3.415 0.065
H -0.869 2.907 0.661 0.050
H 1.797 2.540 0.597 -0.039
C 0.496 2.941 -2.858 -0.238
H -0.456 4.182 -0.517 0.073
H -0.442 2.881 -3.429 0.063
H -1.856 3.061 -0.868 0.053
P 0.162 -2.592 -1.039 0.736
C -0.977 -3.632 -0.083 -0.261
C 0.361 -3.679 -2.491 -0.262
H 2.537 -2.558 -0.609 0.026
H 1.878 -4.205 -0.415 0.073
H 1.621 -2.957 0.858 -0.003
C 1.701 -3.139 -0.215 -0.316
H 1.232 -3.352 -3.064 0.058
H 0.525 -4.693 -2.118 0.063
H -0.857 -4.673 -0.397 0.066
H -2.006 -3.309 -0.253 0.036
H -0.523 -3.643 -3.128 0.058
H -0.728 -3.526 0.977 0.045
C -3.483 0.309 -0.003 -0.022
O -4.181 0.425 0.909 0.112
F -2.712 1.395 4.924 0.065
C -1.567 1.052 4.233 -0.228
C -0.579 1.999 4.016 0.019
C 0.529 1.636 3.246 -0.141
C 0.618 0.338 2.742 -0.609
C -0.345 -0.639 3.029 -0.121
C -1.452 -0.269 3.818 0.014
H -0.672 3.001 4.408 0.134
H 1.337 2.335 3.036 0.104
H -0.206 -1.652 2.630 0.093
H -2.244 -0.976 4.071 0.136
```

As for the energy relative to the best compared isomer or geometry (same formula, charge and spin): 462.4 kJ/mol. For the max |F|, the calculation gives 4.85 eV/Å. The value obtained for the total energy is -51520.092 eV. For the HOMO-LUMO gap (alpha / beta), the calculation gives 5.613 / 3.913 eV. The charge is +2.

---

The following is a quantum chemistry calculation of the ion C14H25N2O with charge +1, from the OMol25 dataset.

Structure (XYZ):
```
42
Properties=species:S:1:pos:R:3:lowdin_charge:R:1
C 3.720 -3.256 -0.107 -0.105
O 3.924 -1.866 -0.208 -0.192
C 2.891 -1.177 -0.872 -0.252
C 3.125 0.320 -0.719 -0.176
C 3.306 0.785 0.725 -0.180
C 2.046 0.844 1.617 -0.188
C 0.693 0.965 0.914 -0.236
C 0.434 2.338 0.286 -0.203
C -1.044 2.669 0.099 -0.198
C -1.753 1.729 -0.891 -0.171
C -3.218 1.404 -0.540 -0.120
C -3.526 -0.044 -0.352 -0.125
C -2.645 -0.940 0.229 0.054
C -3.046 -2.243 0.390 0.022
N -4.260 -2.611 -0.012 0.059
N -5.145 -1.821 -0.576 0.131
C -4.779 -0.576 -0.742 -0.013
H 4.696 -3.739 -0.042 0.092
H 3.141 -3.506 0.790 0.086
H 3.203 -3.649 -0.990 0.086
H 1.918 -1.483 -0.454 0.110
H 2.886 -1.443 -1.939 0.126
H 4.033 0.565 -1.279 0.122
H 2.307 0.844 -1.223 0.097
H 4.017 0.095 1.182 0.107
H 3.790 1.765 0.724 0.112
H 2.029 -0.030 2.274 0.109
H 2.130 1.710 2.282 0.110
H -0.093 0.789 1.664 0.110
H 0.595 0.176 0.159 0.078
H 0.885 3.105 0.923 0.121
H 0.935 2.414 -0.685 0.112
H -1.539 2.635 1.078 0.111
H -1.140 3.699 -0.253 0.118
H -1.751 2.188 -1.882 0.122
H -1.177 0.805 -0.996 0.095
H -3.906 1.813 -1.284 0.126
H -3.490 1.887 0.408 0.142
H -1.658 -0.638 0.560 0.117
H -2.433 -3.015 0.838 0.155
H -4.572 -3.570 0.100 0.188
H -5.528 0.062 -1.198 0.142
```

Its SMILES is COCCCCCCCCCc1cc[nH+]nc1. As for the energy relative to the best compared isomer or geometry (same formula, charge and spin): 227.6 kJ/mol. For the max |F|, the calculation gives 0.49 eV/Å. The value obtained for the total energy is -19943.526 eV. For the HOMO-LUMO gap, the calculation gives 6.864 eV. The charge is +1.

---

The following is a quantum chemistry calculation of a cluster of 2 separate species, C14H25N2O10 in total at a distorted geometry, from the OMol25 dataset.

Structure (XYZ):
```
51
Properties=species:S:1:pos:R:3:lowdin_charge:R:1
O 0.978 0.557 5.534 0.029
O -1.086 0.106 0.198 -0.040
O -3.131 1.697 -2.103 0.089
O 3.768 1.875 2.221 0.039
O 0.410 -0.941 -1.008 -0.044
O -1.965 3.508 -3.633 -0.081
O -1.112 -2.802 -6.350 -0.087
O -2.554 -0.973 -1.736 -0.055
O -2.837 -3.076 -3.191 -0.047
O -3.934 -0.453 -4.342 -0.020
C 1.711 -0.413 5.411 -0.546
C 0.100 -0.208 -0.046 -0.697
C -2.246 1.212 -2.815 -0.267
C 2.941 1.490 3.044 -0.466
N 2.455 2.316 3.975 0.032
N 2.430 -0.694 4.324 0.114
C 1.842 -1.398 6.547 -0.002
C -1.407 2.180 -3.657 -0.152
C 2.800 3.730 4.090 -0.060
C -1.140 -2.869 -4.916 -0.189
C 1.233 0.338 0.829 -0.113
C -2.008 -0.310 -2.905 -0.226
C -2.508 -2.397 -4.406 -0.311
C -2.572 -0.857 -4.242 -0.256
C 1.151 -0.179 2.272 -0.137
C 2.479 0.017 3.027 -0.191
H -2.543 3.570 -2.842 0.083
H -1.799 -3.382 -6.722 0.085
H -2.070 -0.617 -0.927 0.066
H -2.665 -2.449 -2.437 0.062
H -4.372 -0.676 -3.496 0.115
H 1.763 1.929 4.611 0.088
H 2.977 -1.536 4.372 0.140
H 1.211 -1.071 7.372 0.083
H 2.879 -1.439 6.871 0.080
H 1.516 -2.379 6.207 0.083
H -0.392 2.199 -3.246 0.129
H -1.348 1.824 -4.689 0.120
H 2.309 4.166 4.961 0.080
H 3.881 3.836 4.186 0.080
H 2.475 4.255 3.190 0.084
H -0.338 -2.260 -4.487 0.128
H -0.972 -3.905 -4.605 0.119
H 2.192 0.034 0.403 0.112
H 1.198 1.430 0.833 0.118
H -0.929 -0.474 -2.918 0.137
H -3.253 -2.694 -5.152 0.142
H -2.020 -0.411 -5.076 0.152
H 0.925 -1.246 2.247 0.126
H 0.343 0.335 2.796 0.121
H 3.232 -0.493 2.427 0.148
```

As for the energy relative to the best compared isomer or geometry (same formula, charge and spin): 0.0 kJ/mol. For the max |F|, the calculation gives 2.20 eV/Å. The value obtained for the total energy is -38381.602 eV. For the HOMO-LUMO gap, the calculation gives 7.734 eV. The charge is -1.